(1)
# C6H19BCl2CoNO2

C6H19BCl2CoNO2 as an isolated structure (the ωB97M-V functional and the def2-TZVPD basis, the Open Molecules 2025 dataset).

Positions of all 32 atoms, in Å:
H (0.467, -0.821, 3.722)
H (0.417, 2.092, 0.265)
H (-2.505, 1.602, -0.837)
Cl (-2.333, 2.502, 1.926)
H (1.805, 1.114, -0.331)
H (1.585, 1.442, 2.166)
H (-0.118, 0.522, -1.456)
C (2.469, -0.462, -3.187)
H (2.313, -1.161, -0.870)
H (2.268, 0.129, -4.079)
H (-2.703, -0.321, -1.351)
H (0.358, -1.554, 0.503)
H (-3.935, 0.367, -0.016)
Co (-1.938, 0.458, 0.762)
N (-0.186, 0.260, -0.474)
O (-0.188, 0.374, 2.176)
Cl (-2.515, -1.630, 1.760)
H (0.166, 0.930, 4.120)
H (-4.068, 1.094, -1.839)
C (0.163, -1.168, -0.495)
H (3.082, 0.137, -2.500)
H (3.056, -1.338, -3.497)
C (1.073, 0.635, 1.623)
H (-0.694, -1.713, -0.891)
C (-0.166, 0.057, 3.553)
H (1.711, -0.260, 1.701)
H (1.425, -2.566, -1.504)
C (1.385, -1.479, -1.366)
O (1.250, -0.819, -2.601)
B (-3.300, 0.691, -1.000)
C (0.843, 1.088, 0.191)
H (-1.186, -0.199, 3.825)

The energy relative to the best compared isomer or geometry (same formula, charge and spin) is 0.000 eV. Its spin multiplicity is 4. The charge is -1.



(2)
# C14H20Cl2N2O2PSeTl

C14H20Cl2N2O2PSeTl as an isolated structure (the ωB97M-V functional and the def2-TZVPD basis, the Open Molecules 2025 dataset).

Positions of all 43 atoms, in Å:
H (-3.584, 1.738, 1.958)
C (2.356, -3.732, 1.001)
C (-3.198, 4.318, -2.508)
H (-2.437, 0.433, 1.513)
C (-3.199, 3.122, -0.378)
H (0.660, -4.258, 3.209)
Cl (1.029, -1.861, -1.232)
H (1.509, -2.722, 3.591)
H (6.255, -0.628, -2.308)
H (-4.375, 6.254, 0.084)
H (-1.996, 1.706, -2.994)
H (-1.466, -3.573, 0.942)
H (-0.275, -2.747, 3.444)
H (-2.988, 4.314, -3.568)
H (7.366, -1.119, -1.045)
H (-3.946, 6.343, -2.341)
C (-3.969, 5.373, -0.425)
C (5.320, -0.893, -0.376)
H (6.217, -2.276, -1.751)
H (2.581, -3.790, -0.064)
O (4.936, -1.326, 0.650)
C (6.333, -1.240, -1.398)
C (-2.637, 1.504, 1.458)
H (-0.395, -4.935, 1.348)
H (-0.407, -4.246, -0.309)
C (0.659, -3.177, 3.089)
O (0.920, 0.955, 1.778)
N (-2.362, 1.980, -2.095)
C (-3.724, 5.418, -1.812)
H (2.271, -4.730, 1.432)
Cl (3.295, -1.763, -4.173)
Se (-1.472, -0.484, -0.821)
Tl (3.569, -0.321, -2.100)
C (-0.485, -4.021, 0.755)
C (-3.694, 4.214, 0.316)
H (-3.840, 4.116, 1.389)
H (-1.817, 2.041, 1.956)
C (-2.201, 1.171, -0.992)
N (-2.730, 1.878, 0.059)
H (3.169, -3.192, 1.492)
C (0.915, -0.184, 1.667)
P (0.798, -2.835, 1.298)
C (-2.964, 3.178, -1.739)

The charge is +2. For the total energy, the calculation gives -126273.503 eV.



(3)
# C24H28FN3O4

One molecule with the formula C24H28FN3O4 (the ωB97M-V functional and the def2-TZVPD basis, the Open Molecules 2025 dataset).

Positions of all 60 atoms, in Å:
O (-3.095, -3.910, -0.430)
O (0.378, -1.086, -0.812)
C (-1.744, 0.384, 1.696)
C (-1.523, -5.034, -1.787)
H (4.246, 2.278, -0.563)
C (-2.281, -5.941, -2.483)
H (-5.102, 1.258, 1.564)
H (3.435, 3.728, 1.264)
C (-0.928, 2.551, -0.298)
C (-0.155, -6.111, -3.075)
C (-2.468, 4.748, -1.096)
C (4.074, 0.472, 2.246)
H (-0.014, -3.332, -0.715)
C (-1.173, 4.942, -0.651)
H (5.544, 3.332, -0.015)
H (-1.625, -7.426, -4.007)
C (4.086, 2.885, 1.502)
C (-1.165, -2.212, 0.616)
C (-2.214, 2.381, -0.795)
H (-3.339, -6.075, -2.392)
H (6.349, 0.995, -0.306)
H (4.245, -0.201, 0.198)
C (-2.979, 3.465, -1.184)
C (-4.056, 1.283, 1.814)
H (-3.539, -0.370, 0.650)
H (2.723, 2.018, 2.931)
H (-2.248, -2.101, 0.691)
C (-3.201, 0.404, 1.326)
N (-0.840, 0.221, 0.567)
H (2.423, 1.044, 0.176)
H (-0.758, -2.410, 1.618)
H (-3.067, 5.597, -1.390)
C (4.902, 0.097, 1.019)
C (0.878, 1.765, 1.291)
H (4.756, 3.188, 2.307)
H (-3.978, 3.304, -1.560)
F (0.863, 4.055, 0.096)
H (0.813, -6.333, -3.481)
H (-1.571, -0.428, 2.413)
C (-0.478, -0.972, 0.053)
C (-0.075, 1.386, 0.134)
O (-0.223, -5.142, -2.154)
H (-2.613, 1.383, -0.887)
H (5.532, -0.762, 1.258)
C (5.771, 1.271, 0.579)
H (-0.733, 5.925, -0.599)
C (-1.386, -6.640, -3.320)
H (4.744, 0.673, 3.083)
H (-3.741, 2.061, 2.489)
H (-1.482, 1.320, 2.194)
O (0.469, 2.250, 2.327)
N (-0.912, -3.334, -0.249)
H (0.514, 1.047, -0.729)
C (4.909, 2.493, 0.278)
C (-1.936, -4.044, -0.781)
C (-0.422, 3.845, -0.272)
H (6.477, 1.516, 1.376)
C (3.223, 1.721, 2.002)
N (2.155, 1.434, 1.065)
H (3.424, -0.359, 2.528)

The energy relative to the best compared isomer or geometry (same formula, charge and spin) is 0.954 eV. Its SMILES is C=CCN(C(=O)CNC(=O)c1ccco1)[C@H](C(=O)NC1CCCCC1)c1ccccc1F. The charge is 0.



(4)
# C3H5ClS

One molecule with the formula C3H5ClS (the ωB97M-V functional and the def2-TZVPD basis, the Open Molecules 2025 dataset).

Positions of all 10 atoms, in Å:
H (1.300, 2.520, -0.106)
S (-1.914, -0.183, -0.255)
H (2.339, 1.284, -0.817)
C (-0.695, 0.790, 0.612)
Cl (1.253, -1.115, 0.044)
C (0.658, 0.564, 0.090)
H (-0.853, 1.816, 0.472)
C (1.443, 1.511, -0.352)
H (-1.278, -1.275, 0.040)
H (-0.613, 0.357, 1.632)

The energy relative to the best compared isomer or geometry (same formula, charge and spin) is 0.348 eV. Its SMILES is C=C(Cl)CS. The charge is 0.



(5)
# C11H14Cl2CrN9SeSi

C11H14Cl2CrN9SeSi as an isolated structure (the ωB97M-V functional and the def2-TZVPD basis, the Open Molecules 2025 dataset).

Positions of all 39 atoms, in Å:
C (-3.138, -0.057, -0.679)
C (1.892, -1.629, -2.091)
H (-0.232, 3.082, 1.884)
H (3.470, -0.578, 3.285)
C (-1.724, 1.348, -1.984)
Cr (1.538, 0.141, 0.359)
N (2.898, -3.820, 0.643)
H (-1.731, -0.901, 2.127)
Cl (3.675, 0.778, 5.213)
N (2.097, -1.770, 0.833)
H (-0.510, 3.389, 0.178)
H (-3.370, -0.577, 0.245)
N (1.145, 0.278, -2.649)
C (2.441, -2.757, -0.001)
H (2.637, -3.516, -1.876)
N (1.500, -0.466, -1.569)
H (3.537, 1.182, 2.863)
H (-4.413, 0.348, -3.796)
Se (2.778, 2.004, 0.403)
Cl (1.394, 0.454, 3.381)
C (-2.589, 1.225, -3.062)
N (1.309, -0.423, -3.710)
H (-4.898, -0.808, -1.658)
C (3.143, 0.424, 3.538)
N (2.377, -2.274, 2.071)
H (-1.907, 3.134, 1.256)
C (-4.010, -0.192, -1.755)
N (2.337, -2.707, -1.363)
C (-1.723, 0.192, 2.164)
C (-3.741, 0.456, -2.951)
H (-0.807, 1.912, -2.107)
Si (-0.755, 0.962, 0.696)
N (1.783, -1.656, -3.406)
C (-0.877, 2.828, 1.040)
H (-1.276, 0.481, 3.118)
H (-2.761, 0.543, 2.176)
N (2.842, -3.461, 1.943)
H (-2.348, 1.711, -4.001)
C (-1.981, 0.721, -0.759)

The energy relative to the best compared isomer or geometry (same formula, charge and spin) is 0.274 eV. Its spin multiplicity is 2. The charge is -2.



(6)
# C10H22FO9P3

A 3-piece molecular cluster, C10H22FO9P3 overall (the ωB97M-V functional and the def2-TZVPD basis, the Open Molecules 2025 dataset).

Positions of all 45 atoms, in Å:
H (0.116, -1.527, -4.779)
C (3.395, 6.091, 3.305)
H (-2.486, -5.077, -1.237)
H (-0.280, 6.134, 4.156)
H (3.234, 6.321, 2.249)
O (0.424, 4.211, 4.574)
O (-1.873, -3.500, -0.084)
O (-0.323, -0.408, -0.182)
H (-2.241, -3.548, -2.114)
O (1.018, 4.883, 2.125)
H (-0.466, 3.177, 1.405)
O (-1.686, -1.599, 1.368)
C (-1.830, -2.616, 2.344)
H (4.126, 5.285, 3.404)
H (0.353, -0.203, 1.767)
O (0.215, -5.073, -4.750)
C (0.434, -2.505, -5.341)
P (-0.086, -2.383, -7.212)
H (-1.147, 5.227, 5.411)
H (-1.461, -1.939, -7.250)
H (-2.813, -3.088, 2.233)
P (1.564, 4.188, 3.380)
C (0.029, -4.221, -7.849)
H (-1.093, 2.913, 3.063)
H (3.777, 6.983, 3.808)
P (-1.098, -1.954, -0.133)
O (0.954, 2.661, 2.843)
C (-0.365, 2.585, 2.316)
H (0.457, 5.884, 5.773)
F (-1.715, -3.680, -4.140)
H (1.587, -2.735, -5.302)
C (-0.341, -3.859, -4.741)
C (-0.001, -5.624, -8.114)
O (0.257, -2.664, -0.007)
H (-0.833, -4.505, -1.562)
H (-1.785, -2.161, 3.337)
H (0.083, -6.794, -7.894)
H (-1.041, -3.370, 2.271)
O (2.174, 5.715, 3.917)
C (-1.852, -4.190, -1.321)
H (1.576, -0.786, 0.593)
H (1.050, 0.903, 0.572)
H (-0.571, 1.542, 2.070)
C (-0.161, 5.433, 4.987)
C (0.722, -0.124, 0.741)

Its SMILES is COP(=O)(OC)OC.COP(=O)(OC)OC.C#CPCC(=O)F. The charge is 0. For the total energy, the calculation gives -59725.096 eV.



Which molar mass belongs to each record? In order, 277.9, 633.5, 441.5, 108.6, 502.2, 398.2 g/mol.